# C6H10O

A cluster of 2 separate species, C6H10O in total (ωB97M-V/def2-TZVPD, the Open Molecules 2025 dataset).

The HOMO energy comes out at -0.3312 Ha. The energy above the lowest of the compared OMol25 structures with the same formula, charge and spin comes out at 453.9 kJ/mol. The largest force on an atom comes out at 0.485 eV Å⁻¹. The total energy comes out at -8426.5361 eV. The calculation puts the orbital gap at 8.69 eV.

```
17
Properties=species:S:1:pos:R:3:forces:R:3:mulliken_charge:R:1
C -2.481966 -0.428264 0.090540 0.0 0.0 0.0 -0.957
C -0.484074 1.503981 -0.749286 0.3 0.0 0.1 -0.642
C 0.237293 1.655539 0.560324 0.0 0.1 0.1 -0.567
C 0.788952 0.764942 -0.489243 0.0 0.0 -0.1 0.284
C 0.915751 -0.731582 -0.323037 0.0 0.1 0.0 -0.465
C 2.335970 -1.133186 0.011663 0.2 0.2 0.0 -0.034
O 3.269372 -0.369728 0.031304 -0.4 -0.3 0.0 -0.464
H -3.563933 -0.293657 0.042484 0.1 -0.1 0.0 0.324
H -2.151525 -0.389186 1.132633 -0.1 0.0 -0.2 0.229
H -2.199699 -1.383140 -0.359306 -0.1 0.1 0.1 0.262
H -2.027298 0.392450 -0.485259 -0.1 -0.2 0.1 0.356
H 0.656561 2.636962 0.770415 0.0 -0.1 0.0 0.260
H -0.241900 1.193760 1.424531 0.0 0.1 -0.2 0.172
H 1.579519 1.182493 -1.116258 0.0 0.0 0.1 0.374
H 0.627946 -1.273614 -1.236882 0.1 0.1 0.1 0.286
H 0.254919 -1.115171 0.466630 0.1 0.1 -0.1 0.240
H 2.484104 -2.212603 0.228746 0.0 0.1 0.0 0.343
```
Forces are in eV/Å.